1.
C25H42MgN5OS2Si2 as an isolated structure at a distorted geometry, computed with ωB97M-V with the def2-TZVPD basis set.

Each line ends with the Mulliken charge.
Cartesian coordinates (Å):
Mg 1.66 -1.25 0.30  0.8894
C -1.50 -0.72 3.74  -0.8916
Si 0.33 -0.26 3.41  -0.4398
C 0.58 1.18 4.63  -1.2647
C 1.29 -1.71 4.15  -1.3002
N 0.80 -0.10 1.78  0.6800
C 0.92 1.14 1.13  0.5021
C 1.35 2.39 1.85  -1.2244
C 1.21 3.49 0.85  -0.3857
C 0.95 3.28 -1.32  -0.7116
C 0.97 2.01 -2.03  -1.1796
C 0.66 0.92 -1.07  0.8301
N 0.37 -0.42 -1.47  0.5736
Si 0.50 -0.85 -3.14  0.1056
C 2.08 -0.47 -4.12  -1.4847
C -0.89 -0.16 -4.14  -1.0444
C 0.30 -2.77 -3.21  -1.2720
H -1.80 -1.69 3.24  0.2051
H -2.06 0.17 3.44  0.1595
H -1.66 -0.91 4.81  0.4656
H 0.14 0.95 5.59  0.4174
H 0.04 2.10 4.31  0.3288
H 1.65 1.48 4.71  0.2797
H 1.00 -1.70 5.20  0.3526
H 2.39 -1.71 4.11  0.3060
H 1.01 -2.66 3.82  0.5691
H 2.16 2.29 2.60  0.2536
H 1.07 4.48 1.29  0.4902
H 0.71 4.17 -1.95  0.4150
H 1.57 1.79 -2.90  0.2383
H 2.06 0.43 -4.71  0.3962
H 2.16 -1.25 -4.83  0.4709
H 2.95 -0.47 -3.48  0.3725
H -0.94 0.94 -3.93  0.2843
H -1.83 -0.60 -3.78  0.2059
H -0.88 -0.29 -5.26  0.3854
H 1.23 -3.20 -2.84  0.1978
H 0.06 -3.16 -4.22  0.3684
H -0.52 -3.04 -2.60  0.3804
S 5.89 0.62 -0.34  -0.3038
C 6.27 -1.02 -0.13  -0.2970
C 5.10 -1.76 -0.04  -0.5626
C 3.92 -1.00 -0.07  -0.3081
C 4.20 0.33 -0.32  -0.3030
C 3.16 1.40 -0.36  0.2670
C 3.36 2.74 -0.48  -1.4046
C 2.18 3.65 -0.43  0.2047
C 0.03 3.07 -0.05  -0.5434
C -0.14 1.56 0.10  -0.6831
N 1.86 0.91 -0.09  0.7385
H 7.33 -1.33 -0.12  0.3770
H 5.08 -2.83 0.08  0.3561
H 4.42 3.14 -0.64  0.1516
H 2.43 4.68 -0.63  0.7426
H -0.93 3.57 0.06  0.5085
H -1.15 1.22 0.28  0.2809
C -3.72 1.23 -1.28  -1.4172
C -3.20 -0.22 -1.09  0.7566
S -3.42 -0.60 0.70  0.6913
O -3.09 -2.00 0.96  -0.8087
C -5.29 -0.52 0.77  -0.6936
C -6.24 -1.32 -0.12  -1.1454
H -3.13 1.78 -2.02  0.3644
H -3.68 1.83 -0.37  0.4204
H -4.73 1.31 -1.69  0.3028
H -2.13 -0.29 -1.31  -1.3874
H -3.66 -0.90 -1.73  0.9696
H -5.49 0.56 0.67  0.4013
H -5.50 -0.79 1.81  0.4623
H -6.31 -0.81 -1.08  0.2325
H -7.25 -1.35 0.30  0.4052
H -5.95 -2.34 -0.21  0.2812
N -0.64 -3.42 1.44  -0.8153
N 0.14 -2.89 0.34  -0.0989
H -1.51 -2.96 1.38  0.5421
H -0.15 -3.06 2.26  0.1791
H -0.52 -2.36 -0.22  -0.1138
H 0.35 -3.64 -0.29  0.3255

The energy above the lowest of the compared OMol25 structures with the same formula, charge and spin comes out at 498.4 kJ/mol. Its gap between HOMO and LUMO (spin up / spin down) is 6.39 / 6.51 eV. Its HOMO energy (spin up / spin down) is -4.144 / -4.255 eV. The charge is -1.

***

2.
A 8-piece molecular cluster, C32H96N12O8P4S4 overall at a distorted geometry, computed with ωB97M-V with the def2-TZVPD basis set.

Each line ends with the Mulliken charge.
Cartesian coordinates (Å):
O -1.71 21.00 -19.59  -0.8655
P -0.47 20.23 -19.34  0.4545
N -0.03 20.55 -17.74  0.1296
C 0.14 21.98 -17.28  -0.9496
C 0.67 19.63 -16.94  -1.1187
N 0.85 20.68 -20.35  0.1927
C 0.60 21.34 -21.65  -1.0354
C 2.26 20.23 -20.09  -0.7831
N -0.65 18.51 -19.58  0.1841
C -1.30 17.67 -18.49  -1.0452
C 0.08 17.71 -20.69  -0.9100
H 0.02 22.11 -16.20  0.3250
H -0.65 22.59 -17.72  0.2902
H 1.09 22.27 -17.74  0.3396
H 0.78 18.59 -17.23  0.3006
H 0.16 19.69 -15.97  0.3085
H 1.69 20.02 -16.91  0.4571
H 1.47 21.45 -22.30  0.3885
H -0.05 20.69 -22.24  0.3051
H 0.15 22.33 -21.59  0.2763
H 2.36 20.24 -19.01  0.1591
H 2.49 19.26 -20.54  0.2878
H 3.02 20.91 -20.47  0.3894
H -0.47 17.11 -18.07  0.3640
H -1.78 18.32 -17.76  0.2956
H -2.00 17.05 -19.06  0.3785
H -0.60 16.87 -20.88  0.3835
H 1.08 17.34 -20.46  0.2312
H 0.04 18.32 -21.59  0.2663
O -14.05 9.35 -14.25  -0.8078
P -15.49 9.00 -14.16  0.3426
N -15.80 8.28 -12.67  0.2315
C -16.99 7.56 -12.29  -1.0156
C -15.09 8.84 -11.53  -0.9776
N -16.11 7.90 -15.33  0.2402
C -17.50 7.80 -15.68  -1.0012
C -15.34 6.65 -15.74  -1.0215
N -16.65 10.31 -14.13  0.3193
C -16.67 11.23 -15.21  -1.2448
C -17.51 10.72 -13.06  -1.1187
H -16.73 6.57 -12.67  0.3043
H -17.87 7.79 -12.89  0.3064
H -17.19 7.53 -11.22  0.3229
H -15.44 9.87 -11.43  0.2671
H -14.05 8.79 -11.82  0.3015
H -15.30 8.44 -10.53  0.3809
H -17.64 7.86 -16.75  0.2767
H -17.74 6.83 -15.24  0.3786
H -18.16 8.58 -15.29  0.2866
H -15.40 6.65 -16.83  0.3783
H -14.30 6.88 -15.49  0.3141
H -15.56 5.69 -15.27  0.3044
H -17.62 11.15 -15.75  0.3611
H -16.60 12.29 -14.95  0.4805
H -15.75 11.15 -15.78  0.3578
H -18.25 9.95 -12.83  0.3144
H -18.07 11.61 -13.35  0.4508
H -17.07 11.06 -12.12  0.2671
O -5.15 21.98 -9.58  -0.8620
P -5.01 23.51 -9.40  0.3177
N -6.26 24.19 -8.51  0.2301
C -6.52 23.76 -7.17  -0.9705
C -7.33 25.07 -9.02  -0.8536
N -5.05 24.41 -10.91  0.2235
C -5.37 23.71 -12.25  -1.0487
C -4.79 25.83 -11.11  -1.2023
N -3.61 24.00 -8.65  0.2752
C -2.52 23.04 -8.31  -1.0188
C -3.37 25.37 -8.23  -1.2752
H -7.33 24.32 -6.71  0.3703
H -5.59 23.81 -6.61  0.2942
H -6.96 22.77 -7.07  0.2908
H -6.83 25.97 -9.37  0.2057
H -8.08 25.28 -8.26  0.4231
H -7.80 24.52 -9.84  0.2518
H -5.46 24.44 -13.05  0.3807
H -4.56 22.97 -12.33  0.2769
H -6.36 23.34 -12.00  0.3368
H -3.80 25.96 -11.54  0.3491
H -5.51 26.27 -11.79  0.4306
H -4.65 26.42 -10.20  0.3835
H -2.63 22.80 -7.25  0.3526
H -2.51 22.10 -8.86  0.2961
H -1.58 23.58 -8.31  0.3792
H -2.66 25.36 -7.40  0.4697
H -4.27 25.86 -7.84  0.3215
H -2.77 25.77 -9.04  0.3719
O 4.81 10.50 -12.73  -0.7903
P 4.43 11.86 -13.25  0.4060
N 5.56 12.61 -14.35  0.1923
C 5.56 13.95 -14.80  -0.9771
C 6.63 11.85 -15.09  -1.0862
N 4.08 13.08 -12.02  0.2378
C 3.02 14.10 -12.12  -1.1795
C 4.77 13.13 -10.78  -1.0645
N 2.95 11.80 -14.20  0.2315
C 1.78 11.18 -13.54  -0.9375
C 2.98 11.88 -15.68  -0.8384
H 4.75 14.29 -15.44  0.2752
H 6.46 14.25 -15.35  0.3608
H 5.42 14.65 -13.98  0.3175
H 6.77 10.93 -14.51  0.3110
H 7.62 12.31 -15.19  0.4056
H 6.25 11.59 -16.07  0.3446
H 3.00 14.37 -13.17  0.3354
H 2.11 13.63 -11.73  0.3168
H 3.23 14.90 -11.41  0.4100
H 5.14 14.15 -10.66  0.3461
H 4.19 13.05 -9.86  0.3699
H 5.52 12.36 -10.67  0.3003
H 2.00 10.11 -13.50  0.2648
H 1.80 11.77 -12.63  0.2463
H 0.86 11.46 -14.06  0.3804
H 3.35 10.91 -16.00  0.3327
H 3.61 12.70 -16.02  0.1709
H 2.01 12.04 -16.16  0.3176
C -15.43 21.08 -11.24  -0.8767
S -14.95 19.69 -10.18  0.4940
O -14.82 18.51 -11.10  -0.6016
C -13.16 20.24 -9.94  -0.9288
H -14.62 21.14 -11.98  0.2879
H -15.69 21.97 -10.67  0.3538
H -16.40 20.77 -11.62  0.3110
H -13.22 21.26 -9.55  0.3335
H -12.65 20.30 -10.90  0.3094
H -12.60 19.50 -9.38  0.3173
C -6.40 5.63 -11.33  -0.8985
S -5.02 5.99 -12.40  0.4918
O -4.62 4.61 -12.96  -0.6226
C -6.08 6.84 -13.70  -0.9297
H -6.82 6.61 -11.12  0.3451
H -5.89 5.22 -10.46  0.3193
H -7.03 4.83 -11.73  0.3110
H -5.49 7.07 -14.59  0.3297
H -6.27 7.86 -13.36  0.3506
H -7.06 6.37 -13.81  0.3035
C -8.33 14.10 -10.94  -0.9192
S -6.68 14.10 -10.26  0.4927
O -6.34 12.61 -10.24  -0.6154
C -5.81 14.73 -11.76  -0.9008
H -9.09 13.51 -10.43  0.3307
H -8.31 13.56 -11.89  0.2925
H -8.70 15.11 -11.12  0.3527
H -4.77 15.00 -11.61  0.3165
H -6.33 15.67 -11.97  0.3287
H -5.97 14.16 -12.68  0.3212
C -8.26 9.08 -0.87  -0.8888
S -8.57 10.60 -1.84  0.4862
O -7.27 11.37 -1.95  -0.6000
C -9.05 9.84 -3.47  -0.8433
H -7.97 9.33 0.15  0.3105
H -7.36 8.60 -1.27  0.2994
H -9.13 8.42 -0.87  0.3261
H -9.48 10.67 -4.02  0.2845
H -9.77 9.02 -3.36  0.3273
H -8.13 9.46 -3.92  0.2981

The energy above the lowest of the compared OMol25 structures with the same formula, charge and spin comes out at 788.7 kJ/mol. Its gap between HOMO and LUMO is 8.70 eV. Its HOMO energy is -8.356 eV. The charge is 0.

***

3.
One molecule with the formula C3H3NO2 at a distorted geometry, computed with ωB97M-V with the def2-TZVPD basis set.

Each line ends with the natural charge from an NBO analysis.
Cartesian coordinates (Å):
O 0.47 1.92 -0.74  -0.5792
C 0.50 0.77 -0.31  0.6052
C -0.63 -0.10 -0.72  -0.2823
O -0.64 -1.10 0.32  -0.4449
C 0.41 -0.79 1.11  0.4457
N 1.12 0.24 0.82  -0.5160
H -1.02 1.04 -0.78  0.3324
H -0.76 -0.56 -1.69  0.2362
H 0.56 -1.43 1.98  0.2029

The energy above the lowest of the compared OMol25 structures with the same formula, charge and spin comes out at 286.9 kJ/mol. The structure (SMILES) is O=C1COC=N1. Its gap between HOMO and LUMO is 10.46 eV. Its HOMO energy is -10.359 eV. The charge is 0.